ORCA calculation (wB97M-V/def2-TZVPD) on C26H30IN4O5Pt as an isolated structure at a distorted geometry.

Atoms and positions in Å:
Pt: 0.18 1.54 -0.37
C: 3.24 0.29 2.88
C: 1.79 0.21 3.23
N: 1.45 -0.11 4.47
C: 0.17 -0.24 4.81
C: -0.89 -0.10 3.90
C: -2.32 -0.20 4.37
O: -3.08 0.93 3.95
C: -0.55 0.22 2.56
C: -1.63 0.49 1.64
N: -1.59 1.11 0.50
C: -2.83 1.63 -0.03
C: -3.91 1.87 0.82
C: -5.11 2.35 0.31
C: -5.24 2.65 -1.04
C: -4.16 2.49 -1.89
C: -2.98 2.00 -1.37
I: -1.33 1.84 -2.63
C: 0.78 0.37 2.24
O: 1.22 0.52 0.98
H: 3.84 0.06 3.76
H: 3.50 1.30 2.54
H: 3.50 -0.40 2.08
H: -0.02 -0.42 5.86
H: -2.33 -0.30 5.46
H: -2.79 -1.09 3.97
H: -3.23 1.52 4.69
H: -2.62 0.21 1.98
H: -3.83 1.70 1.88
H: -5.94 2.53 0.98
H: -6.18 3.04 -1.42
H: -4.24 2.76 -2.93
C: 3.17 5.41 1.29
O: 1.91 4.67 1.39
C: 1.64 3.67 0.64
O: 0.50 3.12 0.82
N: 2.50 3.20 -0.28
N: 2.06 2.13 -1.11
H: 3.09 6.18 2.04
H: 3.24 5.87 0.30
H: 4.00 4.75 1.51
H: 3.39 3.64 -0.48
H: 2.67 1.31 -1.06
H: 2.05 2.46 -2.08
C: 1.55 -6.04 -4.12
C: 1.18 -4.78 -3.42
C: 2.08 -3.70 -3.38
C: 1.76 -2.52 -2.77
C: 2.78 -1.41 -2.75
C: 0.46 -2.39 -2.15
C: 0.03 -1.24 -1.52
O: 0.69 -0.14 -1.40
C: -0.46 -3.50 -2.18
C: -1.83 -3.44 -1.55
C: -0.08 -4.65 -2.82
H: 2.60 -6.08 -4.38
H: 0.96 -6.13 -5.04
H: 1.30 -6.91 -3.50
H: 3.05 -3.81 -3.84
H: 3.69 -1.74 -3.25
H: 3.04 -1.14 -1.72
H: 2.40 -0.53 -3.26
H: -0.97 -1.26 -1.07
H: -2.45 -2.65 -2.00
H: -1.77 -3.27 -0.48
H: -2.35 -4.38 -1.71
H: -0.76 -5.49 -2.85

Energy (Ha): -2019.95190
Net charge: +3
LUMO energy (eV): -10.835
Relative energy (zero: lowest compared OMol25 entry of this formula, charge and spin) (eV): 0.8731

=====

ORCA calculation (wB97M-V/def2-TZVPD) on a 2-piece molecular cluster, C4H11NO3 overall at a distorted geometry.

Atoms and positions in Å:
C: -2.37 0.51 -0.55
C: -1.30 -0.69 -0.82
N: -0.52 -1.37 0.21
C: -0.16 -0.51 1.33
C: 0.47 0.77 0.91
O: 0.79 1.21 -0.19
O: 0.19 1.52 2.06
H: -3.06 0.69 -1.27
H: -1.63 1.49 -0.41
H: -3.00 0.39 0.38
H: -0.59 -0.14 -1.60
H: -1.64 -1.47 -1.51
H: -0.86 -2.24 0.37
H: -1.02 -0.23 1.93
H: 0.57 -1.23 2.00
H: 0.37 2.54 2.07
O: 2.73 -1.36 -2.42
H: 2.50 -0.51 -2.85
H: 2.40 -1.21 -1.49

Structure (SMILES): CCNCC(=O)O.O
Energy (Ha): -439.41132
LUMO energy (eV): 0.517
Relative energy (zero: lowest compared OMol25 entry of this formula, charge and spin) (eV): 3.1183

=====

ORCA calculation (wB97M-V/def2-TZVPD) on a 8-piece molecular cluster, C24H54N12O2P2 overall at a distorted geometry.

Atoms and positions in Å:
C: 1.46 -0.23 6.55
N: 1.33 0.05 5.12
C: 2.44 -0.45 4.33
P: 0.14 1.13 4.70
O: -0.86 1.25 5.77
N: 0.89 2.62 4.48
C: 0.24 3.80 4.99
C: 1.85 2.81 3.41
N: -0.47 0.69 3.22
C: 0.11 -0.25 2.27
C: -1.78 1.18 2.90
H: 1.73 0.66 7.12
H: 2.13 -1.06 6.71
H: 0.49 -0.53 6.96
H: 2.31 -0.27 3.27
H: 2.58 -1.52 4.52
H: 3.40 0.02 4.61
H: 0.92 4.66 4.92
H: -0.71 4.04 4.50
H: -0.02 3.64 6.04
H: 2.54 1.97 3.33
H: 1.37 3.03 2.44
H: 2.48 3.67 3.65
H: -0.68 -0.48 1.54
H: 0.90 0.21 1.67
H: 0.42 -1.17 2.76
H: -2.53 0.39 2.77
H: -1.74 1.79 1.99
H: -2.19 1.82 3.68
C: 0.22 -2.36 -1.40
N: 1.19 -3.35 -1.87
C: 0.75 -4.21 -2.94
P: 2.08 -4.12 -0.68
O: 1.27 -4.95 0.23
N: 3.23 -5.05 -1.47
C: 2.91 -6.46 -1.68
C: 4.04 -4.42 -2.50
N: 2.86 -2.89 0.08
C: 3.57 -1.81 -0.57
C: 3.19 -3.05 1.48
H: -0.55 -2.25 -2.17
H: 0.71 -1.39 -1.28
H: -0.29 -2.64 -0.47
H: 0.06 -5.01 -2.61
H: 1.58 -4.67 -3.47
H: 0.20 -3.61 -3.66
H: 2.21 -6.62 -2.51
H: 3.84 -6.98 -1.94
H: 2.47 -6.89 -0.78
H: 5.01 -4.11 -2.10
H: 4.27 -5.13 -3.30
H: 3.53 -3.56 -2.94
H: 3.51 -0.93 0.08
H: 4.64 -2.07 -0.68
H: 3.20 -1.61 -1.57
H: 2.89 -2.16 2.04
H: 4.25 -3.27 1.62
H: 2.65 -3.89 1.91
C: -2.25 0.70 -0.98
C: -2.88 -0.58 -1.19
N: -3.36 -1.61 -1.39
H: -2.79 1.56 -1.38
H: -1.30 0.68 -1.52
H: -1.99 0.93 0.05
C: -3.76 4.09 0.93
C: -3.75 5.55 1.10
N: -3.70 6.69 1.22
H: -4.67 3.74 0.47
H: -3.60 3.65 1.91
H: -2.90 3.86 0.30
C: -0.52 3.46 -4.00
C: 0.40 2.47 -4.53
N: 1.11 1.65 -4.90
H: -1.09 3.92 -4.82
H: -0.01 4.18 -3.36
H: -1.22 2.94 -3.35
C: -4.60 4.38 -4.95
C: -4.25 3.99 -3.59
N: -3.96 3.71 -2.52
H: -3.69 4.47 -5.54
H: -5.15 5.32 -4.94
H: -5.22 3.63 -5.44
C: -5.86 -1.30 -3.36
C: -7.03 -0.59 -3.88
N: -7.93 -0.01 -4.28
H: -6.00 -2.38 -3.44
H: -5.72 -1.09 -2.31
H: -5.01 -1.04 -3.99
C: 2.87 1.30 -2.01
C: 1.57 1.86 -1.65
N: 0.57 2.34 -1.35
H: 3.31 1.91 -2.80
H: 2.75 0.33 -2.49
H: 3.44 1.29 -1.09

Structure (SMILES): CN(C)P(=O)(N(C)C)N(C)C.CN(C)P(=O)(N(C)C)N(C)C.CC#N.CC#N.CC#N.CC#N.CC#N.CC#N
Energy (Ha): -2437.16437
LUMO energy (eV): 0.090
Relative energy (zero: lowest compared OMol25 entry of this formula, charge and spin) (eV): 0.0000